C22H18BeN7OPS2Se2 | ωB97M-V/def2-TZVPD

```
54
Properties=species:S:1:pos:R:3:forces:R:3:mulliken_charge:R:1
Be -1.151886 -0.178068 -1.600751 0.0 0.0 0.0 -0.643
N -0.072605 -3.313311 -1.067396 0.0 0.0 -0.1 -0.102
C -1.221763 -2.847854 -0.588936 0.0 0.0 0.0 0.341
N -1.669113 -1.619598 -0.756517 0.0 0.0 0.0 0.354
C -2.890795 -1.430396 -0.115806 0.0 0.0 0.0 -0.327
C -3.381189 -2.502202 0.528466 0.0 0.0 0.0 -0.218
S -2.292845 -3.837569 0.352649 0.0 0.0 0.0 -0.216
C -3.391958 -0.068425 -0.267091 0.0 0.0 0.0 -0.482
C -4.465872 0.580704 0.219270 0.0 0.0 0.0 -0.193
S -4.403966 2.241020 -0.262106 0.0 0.0 0.0 -0.164
C -2.914390 1.954050 -1.080046 0.0 0.1 0.0 0.451
N -2.540135 0.704528 -1.032203 0.0 0.0 0.1 0.449
N -2.199244 2.905776 -1.733241 0.0 0.0 0.0 -0.389
H 0.489120 -2.784894 -1.732612 0.0 0.0 0.0 0.054
H 0.155386 -4.285078 -0.961176 0.0 0.0 0.0 0.244
H -4.297758 -2.592534 1.084800 0.0 0.0 0.0 0.473
H -5.264807 0.207179 0.835492 0.0 0.0 0.0 0.459
H -2.402595 3.858595 -1.474636 0.0 0.0 0.0 0.285
H -1.200211 2.700785 -1.736193 0.0 0.0 0.0 0.187
Se -1.213871 2.301010 1.802943 0.0 0.0 0.0 -0.399
P 0.434470 1.139427 1.144306 0.0 0.0 0.0 0.531
Se 0.746679 0.892685 -1.027881 0.0 0.0 0.0 -0.193
C 0.398163 -0.551949 1.837765 0.0 0.0 0.0 0.700
C -0.631418 -0.951680 2.680181 0.0 0.0 0.0 -0.293
C -0.619524 -2.225858 3.233653 0.0 0.0 0.0 -0.694
C 0.422631 -3.097139 2.955385 0.0 0.0 0.0 -0.488
C 1.454735 -2.697328 2.114779 0.0 0.0 0.0 -0.700
C 1.441133 -1.431308 1.553682 0.0 0.0 0.0 -0.520
C 2.014098 1.800834 1.775062 0.0 0.0 0.0 0.892
C 2.018058 2.433029 3.015330 0.0 0.0 0.0 -0.714
C 3.208517 2.888106 3.560451 0.0 0.0 0.0 -0.622
C 4.400464 2.719703 2.870333 0.0 0.0 0.0 -0.418
C 4.400019 2.095865 1.631507 0.0 0.0 0.0 -0.819
C 3.211511 1.635392 1.083781 0.0 0.0 0.0 -0.246
H -1.429388 -0.254134 2.904765 0.0 0.0 0.0 0.304
H -1.424150 -2.533306 3.890022 0.0 0.0 0.0 0.426
H 0.435850 -4.085811 3.397154 0.0 0.0 0.0 0.406
H 2.272028 -3.372485 1.894854 0.0 0.0 0.0 0.425
H 2.241276 -1.128797 0.888826 0.0 0.0 0.0 0.335
H 1.081903 2.579936 3.539204 0.0 0.0 0.0 0.315
H 3.202865 3.382344 4.523353 0.0 0.0 0.0 0.386
H 5.328691 3.080528 3.294650 0.0 0.0 0.0 0.370
H 5.325653 1.969780 1.084989 0.0 0.0 0.0 0.401
H 3.217596 1.159275 0.112104 0.0 0.0 0.0 0.217
N -0.901127 1.362347 -4.642401 0.0 0.0 0.0 -0.372
C -0.403745 0.263847 -4.047955 0.0 0.0 0.0 0.981
O -1.147092 -0.323564 -3.174346 0.1 -0.1 0.0 -0.222
C 0.867278 -0.212187 -4.390160 -0.1 0.0 0.0 0.299
C 1.340442 -1.385136 -3.767142 0.1 0.0 0.0 0.266
N 1.711042 -2.337295 -3.230423 -0.1 0.0 0.0 -0.812
C 1.646662 0.482879 -5.346179 0.0 0.0 0.1 -0.214
N 2.218255 1.121929 -6.117746 0.0 0.0 0.0 -0.534
H -0.369062 1.865092 -5.332174 0.0 0.0 0.0 0.200
H -1.783990 1.721250 -4.324631 0.0 0.0 0.0 0.245
```
Forces are in eV/Å.

The spin multiplicity is 1. The calculation puts the energy above the lowest of the compared OMol25 structures with the same formula, charge and spin at 0.000 eV. The largest force on an atom comes out at 0.11 eV/A. Its lowest unoccupied orbital energy is -0.0005 Ha. The calculation puts the frontier orbital gap at 7.86 eV. As for the HOMO energy: -7.870 eV.

***

C4H8S2 | ωB97M-V/def2-TZVPD

```
14
Properties=species:S:1:pos:R:3:forces:R:3:mulliken_charge:R:1
C -0.974944 0.902834 -0.321934 -3.4 2.5 -2.7 -0.414
C 0.207994 0.393331 0.242104 1.3 2.5 4.5 -0.095
C 1.526171 1.262562 0.138014 -1.7 3.6 1.6 -0.680
C 2.294343 0.023086 -0.236264 1.9 -1.1 2.3 -0.468
H -3.355067 0.029636 -0.656431 0.2 0.5 -0.4 0.121
H -1.101195 0.834657 -1.384588 0.9 0.4 -1.0 0.301
H -1.045716 2.032265 -0.069254 -0.4 -1.9 0.0 0.306
H -0.020796 0.562400 1.341291 0.1 -1.0 -0.8 0.270
H 1.419353 2.544538 -0.434329 0.6 -4.5 1.1 0.259
H 1.734875 1.584069 1.276184 0.0 -0.6 -2.8 0.203
H 2.920046 -0.270661 0.648216 0.4 0.7 -1.4 0.215
H 2.779133 -0.094273 -1.160615 0.8 0.2 -1.1 0.380
S -2.296778 -0.235127 0.109095 -0.7 -0.8 1.8 -0.268
S 0.943528 -1.184467 -0.014845 -0.2 -0.5 -1.1 -0.131
```
Forces are in eV/Å.

The spin multiplicity is 1. The calculation puts the energy above the lowest of the compared OMol25 structures with the same formula, charge and spin at 3.707 eV. The largest force on an atom comes out at 5.30 eV/A. Its lowest unoccupied orbital energy is 0.0285 Ha. The calculation puts the frontier orbital gap at 9.36 eV. As for the HOMO energy: -8.588 eV.

***

C24H59MnO31S7V | ωB97M-V/def2-TZVPD

```
123
Properties=species:S:1:pos:R:3:forces:R:3:mulliken_spin:R:1
O 3.182305 -9.595029 5.826112 -1.6 2.9 -0.8 -0.234
V 2.315564 -8.285742 5.520097 -0.1 -3.1 -1.1 1.205
Mn 5.092447 -8.488241 1.569546 -2.2 -0.5 3.3 4.889
O 3.720035 -5.138287 3.700427 -0.5 1.7 0.2 0.003
C 3.649738 -6.327537 3.222296 -3.4 -4.0 4.8 -0.048
O 3.050054 -7.239371 3.776425 -2.4 -1.9 2.4 0.039
O 4.381874 -6.559242 2.298757 4.3 -1.6 -6.5 0.047
H 4.372371 -5.109361 2.996705 1.9 4.0 -0.4 0.004
O 3.918731 -12.057571 3.285995 0.1 0.9 1.1 -0.011
C 3.388216 -10.922653 2.827486 -3.2 0.6 -5.1 0.049
O 2.377570 -10.961873 2.074523 1.6 -0.8 2.2 0.003
O 4.084688 -9.871316 2.835610 3.6 3.1 0.3 -0.004
H 3.350592 -12.573528 2.709274 -0.3 -1.7 0.0 0.000
O -1.478065 -9.367415 4.487698 -1.9 1.0 3.1 0.000
C -0.329070 -9.314260 3.863714 -0.1 -3.2 -5.9 0.003
O -0.408711 -9.605480 2.638336 0.8 1.9 1.9 0.002
O 0.716229 -9.338709 4.560584 3.0 2.0 2.6 0.017
H -2.160695 -9.473090 3.821036 0.1 -0.1 -0.4 0.000
O 0.911289 -11.091379 7.435926 -0.6 2.3 0.5 0.003
S 0.638583 -9.763627 7.975629 -0.7 -4.1 4.6 -0.004
O 1.203779 -8.601298 7.368480 -0.6 1.0 -0.5 0.022
O -0.962832 -9.542904 8.361148 2.4 2.5 -1.3 0.001
C -1.758667 -10.508723 9.041163 -0.2 -2.1 -2.4 0.000
C -2.126222 -11.541994 7.929381 -0.4 -1.0 1.7 0.000
C 1.274384 -9.822747 9.818669 0.4 -0.3 -1.7 -0.001
H -2.682075 -10.098464 9.449945 0.4 0.8 -0.1 0.000
H -1.192488 -10.975894 9.846957 0.0 -0.1 0.0 0.000
H -2.750377 -12.261017 8.459981 0.0 -0.5 0.0 0.000
H -1.232401 -12.061651 7.584200 -0.2 0.1 0.0 0.000
H -2.758227 -11.282868 7.079964 0.4 1.0 0.1 0.000
H 1.102250 -10.828830 10.201126 -0.6 0.1 -0.2 0.000
H 0.887747 -9.060992 10.495679 -0.2 0.1 -0.5 0.000
H 2.360559 -9.772741 9.742519 0.0 0.4 -0.2 0.000
O 5.441253 -8.161497 5.605613 2.8 0.4 -1.8 0.024
S 6.604161 -8.397201 4.752463 -0.1 0.4 0.9 -0.011
O 6.457790 -8.362630 3.298697 0.2 0.0 0.1 0.019
O 7.841132 -7.287024 5.037352 -3.4 -0.7 -0.4 0.002
C 9.168247 -7.551730 4.578898 1.2 -1.3 2.3 0.000
C 9.966847 -6.287394 4.711706 0.7 1.9 -0.6 0.000
C 7.320296 -9.960006 5.270664 -0.4 1.4 -0.5 0.001
H 9.283859 -8.277606 3.774013 -0.4 1.0 -0.9 0.000
H 9.508706 -8.151165 5.423209 0.7 -0.3 0.0 0.000
H 10.997543 -6.241896 4.360024 0.1 -1.2 -0.2 0.000
H 10.075856 -5.937636 5.738293 -0.4 -0.4 0.2 0.000
H 9.625475 -5.396137 4.185189 -0.9 -0.2 -0.2 0.000
H 8.284648 -10.001997 4.764326 -0.1 -0.5 0.2 0.001
H 6.583268 -10.706369 4.974305 0.2 -0.1 0.0 -0.002
H 7.351620 -9.865481 6.356099 0.3 -0.3 -0.1 0.000
O 3.967435 -4.819901 8.175752 0.2 -2.4 -1.1 -0.001
S 4.398877 -5.992094 7.400184 1.8 4.1 1.2 -0.002
O 3.418523 -6.918454 6.914975 0.1 -0.1 -0.3 -0.011
O 5.180231 -5.323669 6.092742 -0.5 -2.5 1.0 -0.004
C 6.395915 -4.581571 6.304568 -0.8 2.3 1.4 0.000
C 6.200577 -3.368662 5.399370 -0.1 0.6 -2.0 0.000
C 5.717406 -6.754301 8.428648 -0.1 0.2 -1.3 0.000
H 7.358355 -5.093059 6.318551 -0.4 -0.7 -1.2 0.000
H 6.375540 -4.228826 7.335713 -0.3 0.3 0.2 0.000
H 6.009665 -3.648625 4.363380 0.2 -0.8 -0.2 0.000
H 6.951864 -2.600847 5.214681 0.8 -0.4 0.9 0.000
H 5.298921 -2.767338 5.515689 -0.2 -0.4 1.2 0.000
H 6.284525 -7.396258 7.754574 -0.5 -0.7 0.4 0.000
H 5.244389 -7.182783 9.312252 0.1 -0.3 -0.4 0.000
H 6.451809 -6.005678 8.725818 -0.6 0.5 0.0 0.000
O -1.982649 -13.546269 3.317554 1.8 0.3 -1.5 0.000
S -0.645229 -13.367126 2.727618 -0.1 -1.2 2.8 0.000
O -0.247070 -12.281329 1.912320 -0.6 -0.2 -0.1 0.000
O 0.375363 -13.297154 4.048170 0.3 -0.3 -1.4 -0.001
C 0.113614 -13.806312 5.360136 -0.4 -0.2 0.1 0.000
C -0.514439 -15.198015 5.520044 -1.3 1.1 0.0 0.000
C 0.004957 -14.888240 1.937470 0.0 0.7 1.7 0.000
H -0.487035 -13.035533 5.843064 -0.5 -0.3 0.1 0.000
H 1.029396 -13.781114 5.950738 0.5 0.1 -0.7 0.000
H -1.529717 -15.128376 5.129568 0.0 -0.2 -0.3 0.000
H -0.703996 -15.275235 6.590654 0.4 -0.5 0.2 0.000
H -0.053667 -16.092315 5.100497 0.5 0.4 0.1 0.000
H -0.570105 -15.091926 1.034196 0.4 0.0 0.1 0.000
H 0.028713 -15.669502 2.697185 -0.9 -0.2 -0.1 0.000
H 1.078663 -14.703367 1.904514 -0.1 0.4 -1.1 0.000
O 3.701408 -14.164821 1.876690 1.2 -2.9 3.5 0.000
S 4.002770 -15.051694 3.079511 -0.2 -1.4 -2.8 -0.001
O 2.912877 -15.627828 3.847765 1.4 1.2 -0.8 0.000
O 4.817466 -16.457839 2.533203 -3.3 1.9 2.1 0.000
C 5.906122 -16.329481 1.705571 1.2 -0.6 -0.6 0.000
C 6.735056 -17.626217 1.965957 -0.6 1.0 -1.2 0.000
C 5.349960 -14.464733 4.187377 -1.5 0.3 0.0 0.000
H 6.440041 -15.416038 1.967574 0.5 -0.1 -0.1 0.000
H 5.543855 -16.209646 0.684531 0.3 -0.2 -0.2 0.000
H 6.916766 -17.723567 3.036290 0.4 0.1 -0.2 0.000
H 7.601895 -17.578277 1.306887 0.5 -0.1 0.5 0.000
H 6.192927 -18.507928 1.624204 -0.3 0.1 0.1 0.000
H 4.865855 -13.791645 4.894985 0.0 0.3 -0.3 0.000
H 6.097852 -13.926970 3.604643 0.0 -0.3 0.2 0.000
H 5.655442 -15.330703 4.774646 0.3 -0.1 -0.5 0.000
O -1.133662 -5.646722 4.448714 1.8 0.3 1.0 0.000
S -0.352326 -5.699817 5.659509 -1.8 -0.6 2.0 0.002
O 0.905234 -6.509484 5.770041 -2.1 2.2 -0.4 -0.002
O -0.196182 -4.169073 6.272615 0.3 -1.9 -1.9 0.000
C 0.759565 -3.967014 7.344891 0.0 0.4 -0.5 0.000
C 1.900124 -3.079420 6.809467 -0.8 0.3 0.2 0.000
C -1.553962 -6.240515 6.989331 1.0 -0.6 -0.2 0.000
H 0.998144 -4.966683 7.707979 0.8 0.2 0.2 0.000
H 0.161374 -3.482785 8.116764 0.2 0.2 0.0 0.000
H 1.524227 -2.261582 6.194702 -0.8 -0.3 -0.2 0.000
H 2.579901 -3.613432 6.145522 0.3 -0.1 0.6 0.000
H 2.329240 -2.481093 7.613188 0.7 -0.8 0.2 0.000
H -1.856162 -7.270255 6.798535 0.0 0.1 -0.4 0.000
H -2.407480 -5.568247 7.076808 0.2 0.1 -0.7 0.000
H -1.087235 -6.262338 7.974116 0.5 0.2 -0.2 0.000
O 4.406179 -9.911651 8.560550 0.8 -1.2 0.6 -0.001
S 5.157059 -11.147016 8.660477 0.5 -1.0 -1.9 0.000
O 5.852812 -11.596268 7.384655 -1.9 0.8 4.1 0.000
O 6.247655 -10.935354 9.874918 -0.5 -0.5 -1.0 0.000
C 7.320897 -11.894886 9.866700 2.3 -1.1 0.3 0.000
C 8.433103 -11.625395 10.919005 -0.6 1.5 0.2 0.000
C 4.055379 -12.507018 9.458023 -0.3 1.1 -0.5 0.000
H 7.754655 -11.975646 8.869992 0.0 0.5 -0.1 0.000
H 7.075590 -12.935122 10.080773 -1.2 0.1 0.1 0.000
H 8.002967 -11.387474 11.891876 -0.3 -0.4 0.1 0.000
H 9.026283 -10.725927 10.754080 0.0 0.0 -0.6 0.000
H 9.147928 -12.434728 11.067684 -0.4 -0.3 -0.4 0.000
H 3.441889 -12.969205 8.684639 0.7 -0.3 -0.3 0.000
H 3.280768 -12.052589 10.075749 0.4 0.9 0.0 0.000
H 4.546051 -13.185952 10.155437 0.6 0.0 -0.7 0.000
```
Forces are in eV/Å.

Its net charge is +1. The spin multiplicity is 7. The calculation puts the energy above the lowest of the compared OMol25 structures with the same formula, charge and spin at 1.295 eV. As for the expectation value of S²: 12.0424. The largest force on an atom comes out at 7.93 eV/A. Its lowest unoccupied orbital energy (alpha / beta) is -0.1509 / -0.1513 Ha. The calculation puts the frontier orbital gap (alpha / beta) at 5.16 / 5.15 eV. As for the HOMO energy (alpha / beta): -9.269 / -9.266 eV.

***

C4H10NO | ωB97M-V/def2-TZVPD

```
16
Properties=species:S:1:pos:R:3:forces:R:3:mulliken_spin:R:1
C -1.735726 0.181060 -0.564143 -1.2 -0.8 0.3 0.002
C -0.337043 -0.443253 -0.590317 1.1 1.2 0.9 -0.005
C 0.655159 0.622335 -1.072432 0.9 1.0 -0.9 0.012
N 0.062233 -0.950418 0.770314 0.5 0.6 -0.4 0.019
C 1.037725 -0.166461 1.665649 -3.0 -0.4 -1.6 -0.015
O 2.332585 -0.301692 1.543479 0.5 -0.1 0.0 0.811
H -1.721566 1.056903 0.092424 0.1 0.2 -0.5 -0.002
H -2.194889 0.353680 -1.548606 0.7 0.6 0.0 0.000
H -2.551663 -0.418354 -0.118044 0.8 -0.4 0.2 -0.001
H -0.192728 -1.254458 -1.297071 -0.6 -0.3 0.0 -0.001
H 0.518099 1.638463 -0.650694 -0.4 -0.5 -0.2 0.000
H 1.719020 0.434957 -0.913471 -0.1 -0.6 0.6 -0.003
H 0.699484 0.703498 -2.171269 -0.8 0.2 0.2 0.000
H 0.373659 -1.898967 0.595412 0.3 0.1 0.7 -0.002
H 0.716897 0.915263 1.627719 0.4 -0.6 -0.1 0.093
H 0.618754 -0.472563 2.631044 0.6 0.0 0.7 0.090
```
Forces are in eV/Å.

The spin multiplicity is 2. The calculation puts the energy above the lowest of the compared OMol25 structures with the same formula, charge and spin at 1.008 eV. As for the expectation value of S²: 0.7549. The largest force on an atom comes out at 3.44 eV/A. Its lowest unoccupied orbital energy (alpha / beta) is 0.0389 / -0.0637 Ha. The calculation puts the frontier orbital gap (alpha / beta) at 10.20 / 7.35 eV. As for the HOMO energy (alpha / beta): -9.138 / -9.078 eV.

***

C6H12O | ωB97M-V/def2-TZVPD

```
19
Properties=species:S:1:pos:R:3:forces:R:3:mulliken_charge:R:1
C -0.984188 -0.245421 1.548814 0.1 0.1 0.2 -1.496
C -0.246973 0.581386 0.502298 -0.3 0.0 0.0 0.920
C -0.983568 1.834893 0.020371 -0.1 -0.1 -0.1 -1.378
O 1.166647 0.855899 0.474702 0.1 0.1 0.1 -0.599
C 0.674647 -0.212119 -0.333861 -0.1 -0.2 -0.2 1.187
C 1.271340 -1.513758 0.182496 -0.1 0.0 0.0 -1.506
C 0.478280 -0.197286 -1.829717 0.1 0.1 0.0 -1.186
H -1.805660 0.309595 2.005140 0.2 0.0 0.1 0.407
H -0.349138 -0.680667 2.320870 0.0 0.2 0.0 0.322
H -1.427051 -1.084263 0.992792 0.0 0.1 0.3 0.325
H -1.225562 1.833401 -1.045276 0.0 0.0 0.1 0.291
H -0.326643 2.694874 0.200630 -0.1 -0.2 -0.1 0.310
H -1.909048 2.012048 0.576948 0.1 -0.2 -0.1 0.344
H 0.648970 -2.396216 0.003358 0.0 0.1 -0.1 0.317
H 2.230852 -1.662596 -0.328260 -0.2 0.0 0.0 0.391
H 1.489358 -1.434262 1.250476 -0.1 0.0 -0.2 0.401
H 1.401290 -0.288408 -2.406754 0.0 0.1 0.1 0.341
H -0.092804 0.668833 -2.168370 0.3 -0.1 0.0 0.307
H -0.137756 -1.086119 -2.033362 0.2 0.2 -0.1 0.301
```
Forces are in eV/Å.

The spin multiplicity is 1. The calculation puts the energy above the lowest of the compared OMol25 structures with the same formula, charge and spin at 1.519 eV. The SMILES is CC1(C)OC1(C)C. The largest force on an atom comes out at 0.32 eV/A. Its lowest unoccupied orbital energy is 0.0345 Ha. The calculation puts the frontier orbital gap at 10.66 eV. As for the HOMO energy: -9.721 eV.

***

C2H8BBrClFO3PSi | ωB97M-V/def2-TZVPD

```
19
Properties=species:S:1:pos:R:3:forces:R:3:mulliken_charge:R:1
C 2.609247 0.603216 0.828481 0.1 0.1 0.0 -0.926
C 1.835470 1.112892 -0.372756 -0.2 0.1 -0.2 -0.220
O 0.455856 0.738572 -0.362424 -0.2 0.3 0.1 -0.440
B 0.061926 -0.539287 -0.640149 0.5 -0.6 0.2 0.723
O 0.878632 -1.532898 -1.089030 0.1 0.6 -1.2 -0.705
Si -1.922101 -1.002977 -0.614250 0.3 0.0 -0.1 0.293
Br -2.192822 -3.175592 -0.137227 -0.2 -0.1 0.0 -0.298
P -3.157505 0.113860 0.964320 0.1 0.0 0.1 0.213
O -2.503430 1.627118 0.869358 -0.4 0.1 0.0 -0.425
Cl -4.902683 0.429015 -0.183263 -0.1 0.0 0.0 -0.320
H 2.397419 -0.447394 1.012416 -0.1 -0.1 0.0 0.241
H 3.681825 0.737081 0.651751 0.0 0.0 0.0 0.333
H 2.352616 1.172717 1.723120 -0.1 -0.1 0.0 0.254
H 1.827105 2.205877 -0.377793 0.1 0.0 0.0 0.260
H 2.287035 0.787621 -1.313666 0.0 -0.2 0.1 0.269
H 0.949580 -2.054977 -0.204352 -0.1 -0.1 0.6 0.432
H -2.571171 -0.886261 -1.948803 -0.1 0.2 0.1 -0.193
H -2.723639 2.068154 0.038952 0.3 0.0 0.0 0.299
F 0.636640 -1.956738 1.155316 0.0 -0.1 0.4 -0.789
```
Forces are in eV/Å.

Its net charge is -1. The spin multiplicity is 1. The largest force on an atom comes out at 1.31 eV/A. Its lowest unoccupied orbital energy is 0.1114 Ha. The calculation puts the frontier orbital gap at 8.22 eV. As for the HOMO energy: -5.189 eV.